(w)
DFT (wB97M-V/def2-TZVPD) results for the molecule C6H7ClIN.

Summary:
E_HOMO ... -0.2972 Ha
Frontier orbital gap ... 8.686 eV
LUMO energy ... 0.6 eV
SMILES ... CN1C=CC=C(I)[C@@H]1Cl

ORCA input file:
```
! wB97M-V def2-TZVPD RIJCOSX def2/J DEFGRID3
* xyz 0 1
C 0.09026 -1.48901 -1.13748
C -1.35777 -1.30877 -0.94783
C 0.92760 -0.76736 -0.37805
C -1.78733 -0.28149 -0.22106
C -0.70363 0.89362 0.34560
C 1.64067 0.99462 1.03292
N 0.55984 0.39046 0.32333
Cl -0.97988 2.35817 -0.81575
I -3.77738 -0.03810 0.29933
H 0.47279 -2.44079 -1.76433
H -1.94688 -2.16633 -1.18346
H 2.06275 -0.84858 -0.55023
H -1.19136 1.20733 1.25045
H 2.12276 0.35329 1.68306
H 2.39123 1.33589 0.35261
H 1.47633 1.80703 1.71089
*
```

---

(x)
DFT (wB97M-V/def2-TZVPD) results for the molecule C6H7ClIN.

Summary:
E_HOMO ... -0.3065 Ha
Frontier orbital gap ... 8.317 eV
LUMO energy ... 0.0 eV
SMILES ... C=C(I)/C=C\N=C(\C)Cl

ORCA input file:
```
! wB97M-V def2-TZVPD RIJCOSX def2/J DEFGRID3
* xyz 0 1
C -1.24712 0.59843 1.43144
C -1.66219 -0.50841 0.76851
C -0.07198 1.32829 1.03958
C 0.25324 1.55843 -0.19822
C 0.31664 -1.06158 -0.32511
C 0.98982 -1.25138 -1.65270
N -0.96518 -0.97472 -0.29452
Cl 1.32391 -1.36980 1.09576
I 1.24078 1.80577 2.68270
H -1.67160 1.16874 2.42115
H -2.62427 -1.09841 0.95108
H -0.33902 1.34492 -1.09534
H 1.07012 2.22043 -0.63243
H 1.24869 -0.36598 -2.22342
H 0.19895 -1.60180 -2.38382
H 1.93919 -1.79293 -1.58468
*
```

---

Order of stability, best first: (w), (x)

---

(w)
DFT (wB97M-V/def2-TZVPD) results for a cluster of 2 separate species, C3H13N2O in total.

Summary:
E_HOMO ... -0.5305 Ha
Frontier orbital gap ... 11.489 eV
LUMO energy ... -2.9 eV

ORCA input file:
```
! wB97M-V def2-TZVPD RIJCOSX def2/J DEFGRID3
* xyz 1 1
C 0.95629 0.25055 -0.83607
C 0.47500 1.71984 -0.57999
C 0.20632 1.85258 0.89931
N -0.99682 0.91365 1.21828
N -0.24410 -0.61862 -0.67060
H 1.41669 0.01309 -1.75601
H 1.76906 -0.02648 -0.03512
H -0.44040 2.10109 -1.13279
H 1.20809 2.61274 -0.78270
H -0.12711 2.91485 1.15665
H 0.97704 1.53166 1.59584
H -1.85725 1.46471 1.03065
H -0.84389 -0.20511 0.06387
H -1.23512 0.94013 2.28374
H -0.75038 -0.98206 -1.58703
H 0.07208 -1.37485 -0.02691
H -0.39323 -3.68410 -0.93030
H -0.16137 -3.96156 0.53752
O -0.09668 -3.29340 -0.14383
*
```

---

(x)
DFT (wB97M-V/def2-TZVPD) results for a cluster of 2 separate species, C3H13N2O in total.

Summary:
E_HOMO ... -0.4892 Ha
Frontier orbital gap ... 10.367 eV
LUMO energy ... -2.9 eV

ORCA input file:
```
! wB97M-V def2-TZVPD RIJCOSX def2/J DEFGRID3
* xyz 1 1
C -0.57722 1.05065 0.00370
C 0.11499 0.52414 1.35405
C 1.65717 0.64215 1.19930
N 2.18127 -0.12010 0.05524
N -0.43639 0.04040 -1.14477
H -0.23148 2.05826 -0.30989
H -1.69230 1.19766 0.29120
H -0.17417 -0.45953 1.68173
H -0.22110 1.26688 2.02787
H 1.84127 1.65207 0.87585
H 2.10263 0.38026 2.24955
H 2.12315 -1.09295 0.07389
H 3.09369 0.20811 -0.32037
H -0.79932 0.42219 -1.98019
H 0.53944 -0.23454 -1.28010
H -1.05614 -0.78532 -1.08271
H -3.22411 -2.20245 -0.55853
H -2.68756 -2.49959 -1.98117
O -2.55381 -2.04828 -1.15463
*
```

---

(y)
DFT (wB97M-V/def2-TZVPD) results for a cluster of 2 separate species, C3H13N2O in total.

Summary:
E_HOMO ... -0.5277 Ha
Frontier orbital gap ... 11.487 eV
LUMO energy ... -2.9 eV

ORCA input file:
```
! wB97M-V def2-TZVPD RIJCOSX def2/J DEFGRID3
* xyz 1 1
C 1.01192 -1.02244 -1.46770
N 0.32098 -2.31043 -1.36906
C 0.74920 -0.33157 -0.14565
N -0.73158 -0.48140 0.25655
C -1.49147 0.63066 -0.37823
H 2.09610 -1.07181 -1.56749
H 0.52107 -0.54498 -2.30882
H 0.78673 -2.95516 -0.74052
H 0.21926 -2.78824 -2.24943
H 1.26813 -0.59710 0.78588
H 1.00707 0.72789 -0.02126
H -0.69707 -0.46389 1.26731
H -1.01478 -1.33896 -0.25453
H -2.54487 0.67362 -0.10225
H -0.93622 1.53460 -0.15640
H -1.54554 0.49126 -1.45654
H -0.29127 3.04729 3.75910
H 0.91214 3.80012 3.09051
O 0.36019 3.00055 3.05853
*
```

---

Order of stability, best first: (x), (y), (w)

---

(w)
DFT (wB97M-V/def2-TZVPD) results for the molecule C20H27N3O2.

Summary:
E_HOMO ... -0.2902 Ha
Frontier orbital gap ... 8.624 eV
LUMO energy ... 0.7 eV
SMILES ... CCN(CC)CCNCC(=O)Nc1ccc(Oc2ccccc2)cc1

ORCA input file:
```
! wB97M-V def2-TZVPD RIJCOSX def2/J DEFGRID3
* xyz 0 1
C 0.00948 6.91780 -2.17340
H 0.05223 6.98200 -3.25796
H -1.02158 6.75285 -1.87254
H 0.34766 7.86668 -1.76599
C 0.87798 5.75890 -1.69815
N 0.63908 5.41171 -0.30588
C 1.23371 4.13472 0.04559
H 2.23379 4.00426 -0.39973
C 0.31981 2.96883 -0.37548
N 0.65526 1.68812 0.22050
H 0.62884 1.77042 1.23374
C 1.93640 1.13558 -0.18593
C 2.02130 -0.36494 0.11067
O 3.08347 -0.93305 0.23861
N 0.79380 -0.93322 0.17583
C 0.44041 -2.25773 0.43575
C 1.38242 -3.26453 0.63181
C 0.96970 -4.55770 0.88072
C -0.38445 -4.87094 0.94036
C -1.32829 -3.86467 0.75966
C -0.91528 -2.57251 0.50563
H -1.65221 -1.79413 0.36657
H -2.38163 -4.09416 0.82802
O -0.72057 -6.16070 1.26434
C -1.83796 -6.74251 0.72885
C -2.31748 -6.44674 -0.54301
C -3.41808 -7.12438 -1.03492
C -4.04217 -8.09940 -0.27595
C -3.55287 -8.40459 0.98350
C -2.45706 -7.73163 1.48800
H -2.06154 -7.95862 2.46575
H -4.02926 -9.16929 1.57884
H -4.90164 -8.62288 -0.66638
H -3.78531 -6.89003 -2.02328
H -1.82191 -5.69827 -1.14419
H 1.69200 -5.34323 1.03700
H 2.43149 -3.02549 0.58591
H 0.03192 -0.26977 0.06245
H 2.81069 1.61538 0.27492
H 2.03097 1.25039 -1.27116
H -0.70290 3.21596 -0.07976
H 0.33771 2.83788 -1.45996
H 1.34234 4.09447 1.13361
C 0.92645 6.46957 0.64654
C 2.38975 6.91683 0.74719
H 3.03472 6.07785 0.99893
H 2.73070 7.34801 -0.19071
H 2.48688 7.67072 1.52413
H 0.30419 7.32738 0.38561
H 0.59319 6.11397 1.62630
H 1.94067 5.98807 -1.89117
H 0.62316 4.87675 -2.28981
*
```

---

(x)
DFT (wB97M-V/def2-TZVPD) results for the molecule C20H27N3O2.

Summary:
E_HOMO ... -0.2888 Ha
Frontier orbital gap ... 8.577 eV
LUMO energy ... 0.7 eV
SMILES ... O=C(NC1CCCCCC1)C1CCN(c2nc3ccccc3o2)CC1

ORCA input file:
```
! wB97M-V def2-TZVPD RIJCOSX def2/J DEFGRID3
* xyz 0 1
O -0.77025 3.71733 -0.43978
C -0.58739 2.64180 0.09588
N -1.58799 1.81706 0.45001
H -1.39013 0.93894 0.89606
C -2.98263 2.13076 0.23229
C -3.65108 1.12086 -0.71178
C -3.28287 -0.35259 -0.51306
C -3.34563 -0.89950 0.92123
H -3.62114 -1.95492 0.86122
C -4.32446 -0.19070 1.85729
H -5.25422 0.03311 1.33360
C -3.75163 1.08298 2.47966
C -3.73753 2.29990 1.55749
H -4.76567 2.57969 1.31934
H -3.28763 3.13587 2.09851
H -2.74034 0.87974 2.84133
H -4.35360 1.34446 3.35359
H -4.56787 -0.87852 2.67098
H -2.35436 -0.87105 1.38277
H -2.27911 -0.52533 -0.90808
H -3.96779 -0.92943 -1.13883
H -4.73055 1.24558 -0.62127
H -3.38341 1.37964 -1.73879
H -2.98185 3.10859 -0.26454
C 0.83558 2.15314 0.38385
C 0.97608 0.87333 1.20732
H 0.52362 0.02647 0.68497
C 2.46390 0.55782 1.39633
N 3.12618 0.43961 0.11631
C 3.23696 -0.78624 -0.42740
N 3.02315 -1.90836 0.19102
C 3.35810 -2.87937 -0.72676
C 3.34123 -4.26308 -0.64887
C 3.74223 -4.96756 -1.76954
C 4.14781 -4.32553 -2.93518
C 4.16977 -2.94229 -3.03125
C 3.77114 -2.24442 -1.91381
O 3.68558 -0.89238 -1.71023
H 4.48331 -2.43663 -3.93051
H 4.45353 -4.91574 -3.78565
H 3.74207 -6.04728 -1.74111
H 3.02813 -4.75980 0.25482
C 3.02464 1.61498 -0.72233
H 3.53216 2.43691 -0.20708
C 1.55745 1.97649 -0.95938
H 1.07471 1.17803 -1.52895
H 1.48510 2.89932 -1.53511
H 3.53496 1.42116 -1.66571
H 2.95116 1.36391 1.95363
H 2.59615 -0.38568 1.92587
H 0.50932 0.98449 2.18797
H 1.32513 2.97444 0.92163
*
```

---

(y)
DFT (wB97M-V/def2-TZVPD) results for the molecule C20H27N3O2.

Summary:
E_HOMO ... -0.3129 Ha
Frontier orbital gap ... 9.411 eV
LUMO energy ... 0.9 eV
SMILES ... c1ccc(OCc2noc(CN3CC[C@H](C4CCCCC4)C3)n2)cc1

ORCA input file:
```
! wB97M-V def2-TZVPD RIJCOSX def2/J DEFGRID3
* xyz 0 1
C -5.78719 -0.18449 -0.21130
C -5.70103 1.19218 -0.29224
C -4.47778 1.83530 -0.18565
C -3.32218 1.08815 0.00441
C -3.41000 -0.30188 0.08544
C -4.63322 -0.92927 -0.02104
H -4.68736 -2.00582 0.04440
H -2.50260 -0.86490 0.23315
O -2.06532 1.60570 0.12712
C -1.90044 3.00351 0.01263
C -0.44161 3.27111 0.12277
N 0.13449 3.70982 1.20577
O 1.46070 3.75441 0.90594
C 1.58801 3.33101 -0.35951
N 0.43662 3.02953 -0.88766
C 2.93273 3.04862 -0.93224
N 3.31740 1.68079 -0.64469
C 2.40563 0.65278 -1.14584
H 1.63163 1.08295 -1.78187
C 1.82075 -0.03464 0.09334
C 1.17991 -1.40221 -0.16824
C 0.35949 -1.85565 1.04262
C -0.39647 -3.14386 0.72963
C 0.57374 -4.24686 0.31932
C 1.41228 -3.79667 -0.87275
C 2.16574 -2.51081 -0.54058
H 2.77192 -2.21196 -1.39745
H 2.83555 -2.70628 0.29889
H 2.12224 -4.58080 -1.14524
H 0.75925 -3.62402 -1.73147
H 0.02191 -5.15474 0.06646
H 1.23371 -4.47934 1.15846
H -0.97245 -3.45831 1.60287
H -1.09929 -2.96311 -0.08769
H -0.34525 -1.07018 1.32534
H 1.02746 -2.02525 1.89009
H 0.48947 -1.26539 -1.01018
H 1.03223 0.61314 0.49647
C 3.01776 0.01772 1.04472
H 2.74014 -0.10246 2.08981
H 3.74514 -0.74722 0.77715
C 3.59919 1.40430 0.76583
H 3.13425 2.14887 1.42400
H 4.68086 1.44266 0.92618
H 2.99533 -0.05561 -1.73675
H 3.67520 3.72091 -0.49831
H 2.89943 3.18230 -2.01497
H -2.25620 3.35687 -0.96435
H -2.42192 3.53037 0.82175
H -4.44169 2.91165 -0.24974
H -6.59352 1.78251 -0.43966
H -6.74465 -0.67547 -0.29515
*
```

---

Order of stability, best first: (x), (w), (y)